[1]
The following is a DFT calculation (ωB97M-V with the def2-TZVPD basis set) of 4 unconnected molecules or ions with the total composition C20H25N3O3S.

Structure (XYZ):
```
52
Properties=species:S:1:pos:R:3:forces:R:3:mulliken_charge:R:1
C -2.4151 -1.5945 -2.6535 0.00 0.02 -0.02 -0.307
O 3.0882 -1.8757 4.0034 -0.42 -0.15 0.09 -0.381
H -3.0590 -4.2660 -4.6134 0.00 -0.02 0.00 0.360
H -2.2407 -5.3817 -2.5462 -0.01 -0.01 -0.04 0.347
H 3.5431 6.6864 -4.4915 -0.02 0.01 -0.01 0.348
H -4.0782 2.1288 -0.9973 -0.01 -0.01 0.02 0.415
N -1.3824 0.7945 0.5047 0.00 0.00 0.01 -0.113
C 2.0105 5.8075 -3.2728 -0.12 0.03 -0.02 -0.261
H -3.3457 0.2185 0.4199 -0.05 0.03 -0.03 0.403
H 5.3733 5.5893 -3.1944 0.01 0.00 0.00 0.376
H -2.2963 -1.7430 3.0747 -0.16 0.09 -0.08 0.447
C -2.8157 -2.2947 -3.7792 -0.01 0.01 -0.03 -0.466
H -2.4435 -0.5132 -2.6245 0.02 0.01 0.03 0.368
C -0.4845 1.7028 0.1271 0.04 -0.05 0.04 -0.123
H -0.4880 -1.0212 4.5134 0.19 -0.23 0.26 0.413
C 3.5562 -2.9385 3.1725 0.12 0.03 -0.24 -0.505
C 2.6508 4.4445 -1.5726 -0.11 -0.01 0.03 0.046
H -1.1978 -2.3050 1.8352 0.03 -0.06 -0.19 0.098
O 1.3132 -2.2471 5.3576 0.36 0.57 -1.09 -0.531
O 1.0431 -1.5643 3.1998 0.28 0.05 0.61 -0.196
H 3.8967 -3.7729 3.7774 -0.09 -0.13 0.16 0.263
H -1.6442 -1.8007 -0.6544 0.00 0.07 -0.04 0.258
C -0.7874 2.8073 -0.6549 0.05 0.00 0.03 -0.169
H 0.5295 1.5297 0.4721 0.02 0.03 -0.01 0.392
C -1.9706 -2.3133 -1.5539 0.04 0.00 0.14 0.097
H 2.3429 3.8096 -0.7484 0.07 -0.01 0.03 0.319
H -2.2850 -4.0703 3.2394 -0.17 -0.04 0.06 0.440
C -2.6369 0.9743 0.0975 -0.04 -0.12 0.05 -0.271
N 1.6641 5.0251 -2.2534 0.09 -0.05 0.03 -0.350
C 3.3231 6.0415 -3.6523 0.01 -0.01 0.02 -0.452
C -3.0450 2.0386 -0.6914 0.03 0.02 -0.01 -0.676
C -2.0972 2.9753 -1.0724 -0.02 0.02 -0.03 -0.382
C -1.3745 -3.5784 3.5685 -0.10 -0.16 -0.46 -0.722
C 3.9942 4.6145 -1.8662 0.02 0.00 -0.01 -0.614
C -2.7571 -3.6786 -3.7572 0.00 0.02 0.01 -0.294
C 4.3356 5.4314 -2.9311 0.04 0.01 -0.01 -0.158
H 1.1896 6.2694 -3.8098 0.03 0.02 -0.04 0.368
H -0.0179 3.5152 -0.9322 -0.03 0.03 -0.06 0.174
C -0.3248 -1.2198 3.4615 -0.65 0.30 -0.57 -0.542
H -0.5039 -0.2929 2.9218 0.21 0.15 -0.08 0.262
C -2.2997 -4.3005 -2.6049 0.02 -0.06 0.04 -0.333
H 2.7794 -3.2607 2.4860 -0.05 -0.08 -0.08 0.187
H -2.3734 3.8228 -1.6861 0.01 0.01 0.00 0.405
H -3.1676 -1.7711 -4.6588 0.00 0.00 -0.01 0.372
C -1.3258 -2.2116 2.9101 0.16 -0.06 0.38 -0.367
H 0.7001 -3.9387 2.3225 -0.18 0.18 -0.02 0.013
S -0.0542 -4.7368 3.0828 0.20 -0.30 0.13 -0.195
C 1.7565 -1.9339 4.2771 -0.04 -0.38 0.87 0.675
H -1.4111 -3.5067 4.6497 0.19 0.08 0.18 0.371
N -1.9098 -3.6425 -1.5160 -0.02 0.02 -0.04 -0.416
H 4.7510 4.1179 -1.2752 -0.01 -0.01 0.02 0.346
H 4.3919 -2.5706 2.5897 0.11 0.18 -0.02 0.262
```
Positions in Å, forces in eV/Å.

## Properties
total energy = -42592.593 eV
highest occupied orbital energy = -0.3176 hartree
SMILES = COC(=O)OCCCS.c1ccncc1.c1ccncc1.c1ccncc1
total charge = 0
LUMO energy = 0.64 eV
frontier orbital gap = 9.287 eV
strongest force on any atom = 1.3 eV Å⁻¹
energy above the lowest of the compared OMol25 structures with the same formula, charge and spin = 3.610 eV

***

[2]
The following is a DFT calculation (ωB97M-V with the def2-TZVPD basis set) of C20H25N3O3S2 in the gas phase.

Structure (XYZ):
```
53
Properties=species:S:1:pos:R:3:forces:R:3:mulliken_charge:R:1
S -0.8391 3.9636 1.4317 -0.79 0.29 -0.08 -0.407
H 0.3543 5.3051 -0.2713 0.24 0.01 0.01 0.493
C 2.6043 3.6618 -3.8007 0.07 -0.07 -0.13 -0.499
H -2.0419 -8.3167 2.2890 0.05 -0.10 0.06 0.354
H -0.9528 1.8379 2.5777 0.16 -0.19 -0.01 0.490
H -2.2185 -6.0070 3.2107 -0.11 0.02 -0.04 0.335
H 2.6637 -0.1433 0.0260 0.09 0.18 0.03 0.580
O -3.3237 -5.2740 1.6144 -0.07 0.21 -0.18 -0.451
O 1.5527 -1.9301 -1.1674 0.12 -0.14 0.17 -0.771
C -0.7630 -2.5162 -0.0512 0.40 0.52 -0.25 -0.636
H 2.5453 3.5258 0.5277 -0.13 -0.03 0.01 0.269
H -3.0081 -7.8459 0.8846 -0.05 -0.06 -0.06 0.310
H 2.0799 5.7356 -0.3940 -0.08 -0.03 -0.04 0.403
C 1.3606 4.9143 -0.4398 -0.04 0.23 -0.20 -1.371
H -0.2708 2.9799 -1.3446 -0.09 -0.03 0.11 0.422
H -0.0182 1.5779 -3.3428 -0.07 -0.06 -0.04 0.447
C 1.8345 0.5082 0.3035 0.62 0.18 -0.18 0.174
N 0.9966 2.1297 1.9130 0.15 0.24 -0.15 0.100
H -2.4956 -1.7625 -1.0271 -0.13 0.08 -0.07 0.499
C -2.1157 -2.5069 -0.3457 -0.05 0.02 -0.05 0.021
C -2.9073 -6.3544 2.4318 0.15 -0.43 0.15 -0.418
C 2.4852 4.4224 -2.6494 -0.09 0.07 0.10 -0.578
H 0.2315 0.6058 3.0923 0.02 0.00 -0.01 0.434
O -0.3786 -0.5174 -1.7358 -0.36 -0.03 0.06 -0.650
H 2.3668 0.6692 2.3847 0.09 0.08 -0.06 0.395
H 3.1964 5.2111 -2.4463 0.07 0.08 0.03 0.342
C 0.5445 3.1628 -2.0297 -0.08 0.01 -0.07 -0.090
C -2.9393 -3.4502 0.2283 0.04 -0.18 0.12 -0.708
C -0.4622 0.3871 1.0512 -0.48 0.34 0.29 0.006
N 0.7003 -0.3527 0.5937 -0.19 -0.91 -0.59 -0.092
H -1.2344 -0.3387 1.3117 -0.08 0.13 0.07 0.556
C 2.1571 1.3394 1.5467 0.11 -0.20 -0.36 -1.441
H 0.8283 -3.4364 1.0058 0.14 -0.08 0.11 0.447
N 1.6512 3.9815 0.6361 0.42 -0.47 0.19 -0.056
C -2.2944 -7.4946 1.6253 -0.16 0.38 0.07 -1.040
C -2.4179 -4.4138 1.1020 0.03 0.29 -0.20 0.822
H -3.8281 -6.6939 2.9137 0.17 0.08 0.01 0.311
C 0.6740 2.3870 -3.1669 -0.03 -0.01 0.04 -0.471
H -0.6165 -5.1334 2.0553 0.01 -0.09 0.04 0.351
H 1.6096 1.1742 -0.5450 0.12 0.03 0.11 -0.128
H 1.8161 2.0322 -4.9421 0.01 -0.05 -0.08 0.397
C 1.7088 2.6368 -4.0540 0.07 0.01 -0.12 -0.599
C 0.6750 3.3044 1.2855 0.07 0.24 0.48 0.425
H -3.9970 -3.4717 0.0205 -0.12 0.01 -0.04 0.439
H 3.0417 1.9557 1.3863 -0.03 -0.09 0.04 0.437
C -0.0947 1.2417 2.2669 -0.43 -0.32 0.04 -1.727
H -1.3957 -7.1691 1.1074 0.09 -0.04 -0.04 0.343
H -0.8457 1.0364 0.2513 -0.03 0.03 0.15 0.167
C -1.0511 -4.4075 1.3873 -0.08 -0.15 0.13 -0.204
H 3.4076 3.8631 -4.4946 0.06 0.00 -0.06 0.379
C -0.2312 -3.4553 0.8082 0.02 -0.02 -0.02 -0.928
C 1.4530 4.1799 -1.7543 0.08 0.10 -0.02 0.659
S 0.3283 -1.3044 -0.7636 0.09 -0.05 0.52 1.455
```
Positions in Å, forces in eV/Å.

## Properties
total energy = -53428.806 eV
highest occupied orbital energy = -0.2959 hartree
SMILES = CCOc1ccc(S(=O)(=O)N2CCN(C(=S)NCc3ccccc3)CC2)cc1
total charge = 0
LUMO energy = 0.57 eV
frontier orbital gap = 8.621 eV
strongest force on any atom = 1.1 eV Å⁻¹
energy above the lowest of the compared OMol25 structures with the same formula, charge and spin = 0.820 eV

***

[3]
The following is a DFT calculation (ωB97M-V with the def2-TZVPD basis set) of C20H25N3O4 in the gas phase.

Structure (XYZ):
```
52
Properties=species:S:1:pos:R:3:forces:R:3:mulliken_charge:R:1
C 1.0502 -2.2589 0.2380 -0.03 -0.04 0.11 0.621
H -0.2139 0.8034 2.3633 0.03 -0.02 0.01 0.322
C -4.2792 -0.3804 0.7448 0.08 -0.02 -0.07 -0.468
H 2.0538 0.4537 2.0178 -0.09 0.11 0.08 0.486
H -0.1747 -3.4752 -1.7713 0.01 -0.04 0.06 0.324
O 0.0000 -3.1225 0.2614 0.18 0.39 0.26 -0.450
H 3.8879 -1.3738 -1.3636 0.10 0.02 -0.09 0.347
C -0.1632 -0.3001 -1.8057 0.30 0.46 -0.04 0.016
C -3.7389 1.0800 -1.0738 -0.02 -0.03 0.00 -0.248
C -2.2019 -0.8458 -0.5863 0.03 -0.34 -0.12 -0.869
C 3.0941 -1.3354 -0.6312 0.16 0.15 0.25 -1.156
C 1.0284 -1.2395 1.2158 -0.13 -0.09 0.05 0.690
H -1.0908 -4.5247 -0.6554 0.06 -0.01 -0.04 0.264
C -0.1426 -4.0155 -0.8206 -0.01 -0.18 -0.30 -0.905
C 4.1060 0.7761 0.2801 0.10 0.00 -0.11 -1.579
H -2.3577 -1.4774 -1.4678 0.01 0.03 0.16 0.401
O 0.5882 1.9662 -0.1158 -0.04 0.30 0.17 -0.668
H -5.1014 2.6896 -1.4206 -0.02 0.07 -0.05 0.382
H 3.2273 1.6003 -2.0357 -0.05 0.03 -0.07 0.326
C 2.7274 2.1276 -1.2198 0.18 0.18 0.18 -1.097
H 3.0801 3.9588 0.6661 -0.05 0.07 0.08 0.306
C -5.7163 1.4691 0.2268 -0.09 0.03 0.05 -0.413
C -0.2281 -0.1456 2.9095 -0.03 0.23 0.18 -0.917
H 2.1397 -3.0718 -1.4156 -0.07 -0.09 -0.08 0.366
N -1.0662 0.0034 -0.8738 -0.33 0.18 0.44 0.187
H -6.6025 2.0517 0.4307 -0.07 0.05 0.02 0.378
N 3.6026 2.1006 -0.0670 -0.10 -0.04 -0.09 0.227
C 2.0528 -0.3128 1.2608 -0.11 -0.16 0.13 -0.029
C -4.8730 1.8270 -0.8118 -0.01 0.05 -0.06 -0.638
H 0.5367 -0.1263 3.6933 -0.02 0.01 -0.04 0.351
H -1.2060 -0.2830 3.3686 0.07 0.04 0.01 0.276
H 4.6041 0.8620 1.2484 0.06 0.02 -0.06 0.450
N 0.9699 0.5563 -1.8501 -0.14 -0.16 -0.36 -0.006
H -3.0832 1.3558 -1.8868 0.07 0.04 -0.06 0.400
H -4.0448 -1.2410 1.3548 0.05 -0.09 0.08 0.424
H -0.8580 0.7715 -0.2436 0.12 -0.04 -0.16 0.352
O -0.2300 -1.2094 -2.6051 -0.04 -0.37 -0.33 -0.673
H 1.6382 0.2568 -2.5478 -0.11 -0.01 0.20 0.339
O -0.0564 -1.2413 2.0441 0.22 -0.30 -0.38 -0.459
H 2.2010 2.6480 1.4616 0.05 0.06 0.05 0.280
H 3.9261 2.9109 1.8114 0.05 0.05 0.03 0.344
C -3.4318 -0.0310 -0.2978 0.00 0.05 0.03 0.396
H 2.5988 3.1778 -1.5061 -0.07 -0.12 -0.08 0.415
C 3.0777 -0.3275 0.3155 0.22 -0.25 -0.07 0.554
H -1.9687 -1.4962 0.2651 -0.08 0.03 -0.15 0.343
C 1.3285 1.5498 -0.9884 0.01 -0.01 -0.28 0.836
C 3.1661 2.9347 1.0320 -0.06 0.05 0.13 -0.940
C -5.4178 0.3627 1.0033 -0.11 0.02 0.05 -0.620
H -6.0713 0.0804 1.8159 -0.05 -0.02 0.07 0.387
H 4.8674 0.5203 -0.4670 -0.01 -0.11 0.12 0.315
H 0.6639 -4.7557 -0.8397 -0.02 0.02 0.02 0.362
C 2.1012 -2.3038 -0.6609 -0.22 -0.20 0.08 -0.335
```
Positions in Å, forces in eV/Å.

## Properties
total energy = -33806.566 eV
highest occupied orbital energy = -0.2938 hartree
SMILES = COc1ccc(CN(C)CC(=O)NC(=O)NCc2ccccc2)cc1OC
total charge = 0
LUMO energy = 0.72 eV
frontier orbital gap = 8.718 eV
strongest force on any atom = 0.6 eV Å⁻¹
energy above the lowest of the compared OMol25 structures with the same formula, charge and spin = 2.192 eV

***

[4]
The following is a DFT calculation (ωB97M-V with the def2-TZVPD basis set) of C20H25N5O in the gas phase.

Structure (XYZ):
```
51
Properties=species:S:1:pos:R:3:forces:R:3:mulliken_charge:R:1
C 2.4964 2.1843 2.1638 -0.14 0.00 -0.05 -0.441
H 1.1194 0.1467 -1.4638 0.11 0.01 0.01 0.172
C -2.3258 -1.0167 0.3186 0.16 0.18 0.55 0.784
C 0.3760 -5.3742 2.7805 0.15 -0.13 0.03 -0.435
N -0.7253 -1.5049 2.0781 0.43 0.16 0.18 0.418
H 2.4732 0.1694 -3.5226 0.09 -0.08 -0.05 0.471
C 0.8843 0.4284 1.9687 0.40 0.84 0.00 0.750
C 1.2892 -4.3456 2.7451 -0.06 0.07 -0.01 -0.826
H 0.7156 -6.3812 2.9741 0.04 -0.07 0.01 0.380
H -1.2720 0.9862 -3.5798 -0.05 0.02 0.05 0.418
C -1.9844 -0.8611 1.8142 -0.64 0.09 -0.24 -1.128
H 0.7819 -0.1422 -3.8988 -0.04 -0.09 -0.10 0.254
N -1.5341 -0.2661 -0.4550 0.26 0.38 -0.41 0.355
H 1.4760 1.4476 -4.2148 0.01 0.05 -0.11 0.198
H 2.3427 -4.5104 2.9045 0.13 -0.03 0.02 0.449
H 0.6850 3.5371 -1.4356 -0.07 0.05 0.04 0.197
N 1.4600 -1.8739 2.3939 0.30 0.59 -0.09 -0.795
H -2.7621 -1.3506 2.4057 0.09 0.07 -0.12 0.434
C 0.2947 2.5454 1.3402 0.13 0.39 -0.02 -0.580
H 1.8945 1.7047 -1.7219 -0.01 -0.06 0.07 0.470
C 0.5394 -0.9708 2.1381 0.09 -0.92 0.19 0.199
H -1.9128 0.1953 2.0758 -0.07 -0.25 0.02 0.512
C -1.5474 -0.3161 -1.8961 -0.11 0.00 -0.18 -1.011
H 0.9759 3.5340 -3.8805 0.07 0.00 -0.10 0.260
H -2.1806 1.7044 -2.2361 -0.02 -0.02 -0.06 0.461
C 2.1695 0.8532 2.3235 -0.15 -0.05 -0.04 -0.878
C 1.5364 3.0594 1.6702 0.00 -0.08 0.01 -0.636
H -0.4908 3.1761 0.9468 0.01 0.14 -0.07 0.486
H -0.1469 4.8115 -3.4286 -0.01 0.13 -0.05 0.463
C -0.9898 -5.1550 2.5652 -0.11 0.02 0.01 -0.719
C 1.1157 1.0383 -2.1018 0.08 -0.12 -0.07 -0.554
C -1.4926 -3.8965 2.3147 -0.20 0.02 -0.03 -0.856
O -3.1822 -1.7770 -0.0818 -0.33 -0.30 -0.06 -0.699
H -0.9012 0.4021 -0.0194 -0.20 -0.08 0.03 0.035
H -2.5179 -0.7057 -2.2147 0.16 0.02 -0.04 0.464
C -1.3193 1.0775 -2.4830 0.02 -0.22 0.10 -0.789
C -0.1383 3.1581 -2.0485 0.01 0.14 -0.11 -0.678
N -0.1522 1.7178 -1.9066 -0.16 0.02 0.00 0.810
H -2.5428 -3.7355 2.1276 -0.12 0.00 -0.05 0.386
C 1.4776 0.6063 -3.5282 -0.10 0.12 0.27 -1.280
N -0.0249 1.2698 1.4722 0.09 -0.35 0.22 -0.217
H -0.7735 -1.0094 -2.2471 -0.09 0.01 -0.06 0.261
H 3.4820 2.5420 2.4243 0.06 0.01 0.03 0.439
H 1.7487 4.1091 1.5416 -0.01 0.09 -0.02 0.439
H 2.8657 0.1270 2.7085 0.07 -0.05 0.04 0.485
H -0.7627 3.3129 -4.1238 -0.06 -0.01 -0.13 0.313
C -0.5798 -2.8514 2.2857 0.67 -0.49 0.16 0.941
H -1.6644 -5.9978 2.5927 -0.07 -0.05 0.00 0.393
H -1.0737 3.5266 -1.6132 0.06 0.05 0.04 0.435
C -0.0077 3.7337 -3.4645 0.01 -0.15 0.29 -1.358
C 0.8052 -3.0632 2.4919 -0.87 -0.06 -0.10 0.346
```
Positions in Å, forces in eV/Å.

## Properties
total energy = -30644.931 eV
highest occupied orbital energy = -0.3014 hartree
SMILES = CCN(CC)CCNC(=O)Cn1c(-c2ccccn2)nc2ccccc21
total charge = 0
LUMO energy = 0.04 eV
frontier orbital gap = 8.239 eV
strongest force on any atom = 0.9 eV Å⁻¹
energy above the lowest of the compared OMol25 structures with the same formula, charge and spin = 0.000 eV

***

Question: What is the total energy in the third record?
Answer: -33806.566 eV

***

Question: Which value of strongest force on any atom does entry 1 give?
Answer: 1.3 eV Å⁻¹

***

Question: total energy of number 4 (C20H25N5O)?
Answer: -30644.931 eV